# 1
A 2-piece molecular cluster, C6H11N3O overall at a distorted geometry, computed with wB97M-V/def2-TZVPD.

The SMILES is Cc1c[nH]cn1.CC(N)=O. The value obtained for the maximum force is 1.7 eV/A. The calculation puts the HOMO-LUMO gap at 9.68 eV. The highest occupied orbital energy is -9.0 eV.

XYZ file:
```
21
C6H11N3O (wB97M-V/def2-TZVPD)
C -1.093 -0.945 -1.245
C -0.275 -1.471 2.156
C -1.113 -1.173 0.222
C -2.106 -1.683 1.008
N 0.074 -1.072 0.940
N -1.550 -1.899 2.257
H 0.445 -1.458 2.956
H -2.104 -2.008 3.082
H -3.091 -1.974 0.689
H -0.257 -0.288 -1.479
H -1.960 -0.448 -1.675
H -0.953 -1.845 -1.853
C 0.483 1.984 -0.738
C 1.911 2.148 -1.158
O 2.280 3.117 -1.791
N 2.797 1.285 -0.566
H -0.113 2.384 -1.553
H 0.380 2.567 0.180
H 3.780 1.314 -0.744
H 2.358 0.418 -0.314
H 0.108 1.046 -0.374
```

# 2
One molecule with the formula C6H11N3O at a distorted geometry, computed with wB97M-V/def2-TZVPD.

The SMILES is CC[C@@](C)(O)n1cncn1. The value obtained for the maximum force is 6.5 eV/A. The calculation puts the HOMO-LUMO gap at 10.64 eV. The highest occupied orbital energy is -9.8 eV.

XYZ file:
```
21
C6H11N3O (wB97M-V/def2-TZVPD)
C 2.895 0.051 -0.823
C 1.720 -0.278 0.838
C -1.255 -1.468 1.042
C -1.009 0.353 -1.700
C -1.188 0.051 1.092
C -0.350 0.734 -0.083
N 2.888 -0.532 0.366
N 1.774 0.677 -1.146
N 0.972 0.400 -0.099
O -0.532 2.093 0.129
H 3.615 0.009 -1.619
H 1.428 -0.601 1.732
H -2.107 -1.809 0.531
H -1.460 -2.048 2.060
H -0.341 -1.892 0.719
H -2.009 0.058 -1.525
H -0.575 -0.585 -1.910
H -0.925 1.224 -2.205
H -2.289 0.567 1.184
H -0.579 0.415 2.058
H -0.674 2.582 -0.641
```